Molecular formula: CH16O6
Method: DFT, ωB97M-V/def2-TZVPD

The energy comes out at -13582.2012 eV. The value obtained for the HOMO energy is -0.416 Eh. The value obtained for the gap between HOMO and LUMO is 11.82 eV.

The geometry in XYZ format:
```
23
Properties=species:S:1:pos:R:3:lowdin_charge:R:1
C 0.139 -1.111 2.310 -0.036
H -0.816 -1.626 2.221 0.022
H 0.899 -1.715 1.823 0.009
H 0.019 -0.129 1.864 0.003
H 0.429 -1.039 3.357 0.015
O 2.252 3.566 -1.462 -0.035
H 2.568 3.473 -0.574 0.023
H 1.912 4.442 -1.544 0.019
O 1.213 -2.928 -0.899 -0.053
H 2.127 -3.181 -0.778 0.038
H 1.264 -1.982 -0.734 -0.019
O -1.451 -1.580 -0.986 -0.069
H -1.287 -2.534 -1.032 0.061
H -0.596 -1.138 -1.151 0.011
O -0.680 1.972 -0.078 -0.068
H -0.703 2.777 0.448 0.059
H -1.563 1.557 -0.055 -0.004
O 0.892 -0.085 -0.715 -0.075
H 0.531 0.797 -0.564 0.005
H 1.424 0.034 -1.516 0.080
O -2.785 0.486 0.277 -0.082
H -3.590 0.214 -0.195 0.070
H -2.199 -0.271 -0.015 0.026
```

***

Molecular formula: CH16O6S
Method: DFT, ωB97M-V/def2-TZVPD

The energy comes out at -24415.5329 eV. The value obtained for the HOMO energy is -0.330 Eh. The value obtained for the gap between HOMO and LUMO is 9.08 eV.

The geometry in XYZ format:
```
24
Properties=species:S:1:pos:R:3:lowdin_charge:R:1
C 4.803 -1.408 0.548 -0.486
S 5.057 -2.525 1.994 0.599
H 3.679 -1.441 0.556 0.011
H 5.095 -0.318 0.633 0.044
H 5.213 -1.747 -0.435 0.039
H 4.795 -1.818 3.049 -0.208
O -1.352 0.425 -1.899 -0.070
H -2.257 0.723 -1.818 0.005
H -0.919 0.495 -1.033 0.011
O -0.836 0.633 1.275 -0.053
H -0.441 0.226 2.051 0.046
H -1.451 -0.028 0.929 -0.001
O -2.325 -5.874 -1.153 -0.063
H -2.092 -5.234 -0.472 0.029
H -2.592 -5.245 -1.837 0.034
O -3.220 -0.195 0.008 -0.062
H -3.384 0.411 0.753 0.064
H -4.025 -0.098 -0.509 0.059
O -3.626 3.825 -3.684 -0.076
H -2.735 3.654 -3.319 0.042
H -3.356 3.441 -4.531 0.034
O 2.033 4.039 2.628 -0.073
H 1.150 3.966 3.048 0.050
H 2.785 4.093 3.216 0.024
```

***

Molecular formula: CH17O10V
Method: DFT, ωB97M-V/def2-TZVPD

The energy comes out at -47462.2396 eV. The value obtained for the HOMO energy is -0.301 Eh. The value obtained for the gap between HOMO and LUMO is 7.47 eV.

The geometry in XYZ format:
```
29
Properties=species:S:1:pos:R:3:lowdin_charge:R:1
O -23.119 -22.249 -15.550 -0.283
V -23.443 -21.730 -14.091 0.758
O -24.571 -20.560 -14.041 -0.375
C -24.572 -23.175 -12.674 -0.154
O -24.352 -23.003 -14.040 -0.422
H -25.403 -23.862 -12.513 0.116
H -23.601 -23.429 -12.251 0.070
H -24.812 -22.202 -12.244 0.109
O -26.075 -25.718 -13.068 -0.001
H -25.164 -25.603 -12.798 0.053
H -26.558 -25.817 -12.247 0.094
O -23.317 -21.070 -12.545 -0.152
H -23.741 -21.132 -11.688 0.122
H -22.856 -20.232 -12.524 0.142
O -26.192 -24.031 -14.614 -0.067
H -25.573 -23.405 -14.239 -0.086
H -26.323 -24.682 -13.925 -0.092
O -24.161 -25.112 -14.590 -0.051
H -24.263 -24.367 -13.999 -0.088
H -24.750 -24.922 -15.320 0.066
O -21.767 -24.358 -11.650 -0.014
H -22.508 -24.726 -12.131 0.033
H -20.995 -24.704 -12.098 0.078
O -24.562 -23.027 -10.107 -0.024
H -24.915 -23.753 -10.623 0.023
H -24.537 -23.360 -9.210 0.062
O -22.106 -22.755 -13.679 -0.085
H -22.507 -23.479 -13.199 0.041
H -21.432 -22.419 -13.089 0.126
```

***

Molecular formula: CH19CuO12
Method: DFT, ωB97M-V/def2-TZVPD

The energy comes out at -70547.4184 eV. The value obtained for the HOMO energy (spin up / spin down) is -0.485 / -0.485 Eh. The spin multiplicity is 2. The charge is +1. The value obtained for the gap between HOMO and LUMO (spin up / spin down) is 7.96 / 5.01 eV. As for the expectation value of S²: 0.754.

The geometry in XYZ format:
```
33
Properties=species:S:1:pos:R:3:lowdin_spin:R:1
Cu -0.794 -1.192 -2.376 0.742
C -0.557 -0.035 0.436 0.005
O 0.035 1.028 0.844 0.048
O -0.641 -0.994 1.340 -0.002
O -1.059 -0.059 -0.708 0.125
H -0.196 -0.777 2.109 0.000
O -2.898 -1.237 -2.802 0.004
H -3.199 -0.349 -2.730 0.000
H -3.014 -1.547 -3.726 0.000
O -0.978 -2.934 -1.265 0.047
H -0.731 -2.906 -0.352 0.000
H -1.527 -3.724 -1.479 0.002
O -0.316 0.720 -3.244 0.023
H 0.353 0.711 -3.931 0.001
H -0.213 1.639 -3.025 0.001
O 0.665 -3.522 0.795 0.001
H 0.818 -3.730 1.698 0.000
H 1.424 -2.965 0.606 0.000
O -1.672 3.135 -0.511 0.000
H -1.309 3.305 0.362 0.000
H -1.419 2.194 -0.607 0.000
O 2.460 1.299 1.899 0.003
H 1.489 1.144 1.816 0.001
H 2.662 1.317 2.831 0.000
O 1.793 -1.635 3.327 0.000
H 2.166 -1.665 2.433 0.000
H 1.480 -0.721 3.468 0.000
O -0.457 3.573 1.836 0.000
H 0.205 3.800 1.155 0.000
H -0.417 2.610 1.844 0.000
O 2.061 1.060 -0.991 0.000
H 1.192 0.842 -0.643 0.000
H 2.598 1.614 -0.410 0.000
```

***

Molecular formula: CH19O11PdV
Method: DFT, ωB97M-V/def2-TZVPD

The energy comes out at -53014.4917 eV. The value obtained for the HOMO energy (spin up / spin down) is -0.602 / -0.575 Eh. The spin multiplicity is 3. The charge is +2. The value obtained for the gap between HOMO and LUMO (spin up / spin down) is 7.53 / 3.60 eV. As for the expectation value of S²: 2.009.

The geometry in XYZ format:
```
33
Properties=species:S:1:pos:R:3:lowdin_spin:R:1
O 3.180 -2.519 -1.839 0.019
V 1.724 -2.828 -1.289 -0.034
O 1.542 -4.443 -1.580 0.018
Pd 0.121 -0.435 -3.442 0.991
C 0.289 -0.192 -0.033 0.134
O 0.697 -0.724 -1.234 0.621
H -0.694 0.316 -0.173 0.051
H 0.223 -0.893 0.796 0.002
H 0.880 0.708 0.219 0.058
O -0.717 -3.212 -0.743 0.001
H -1.463 -3.746 -0.424 0.000
H -1.002 -2.299 -0.601 0.000
O 1.939 -3.026 0.960 -0.001
H 2.191 -2.286 1.532 0.000
H 1.497 -3.667 1.541 0.000
O 2.376 3.040 1.149 0.004
H 3.326 2.991 1.321 0.000
H 1.957 2.917 2.012 0.000
O 2.141 0.465 -3.705 0.039
H 2.614 0.710 -2.896 0.001
H 2.825 0.387 -4.390 0.003
O -2.779 2.050 1.117 0.096
H -2.600 1.730 2.032 0.000
H -1.948 2.460 0.825 -0.002
O -0.450 3.744 0.142 0.001
H 0.378 3.501 0.578 0.000
H -0.234 4.533 -0.370 0.000
O -1.935 0.768 3.510 -0.001
H -2.338 0.746 4.391 0.000
H -1.499 -0.084 3.423 0.000
O -3.952 -0.097 -1.291 0.000
H -3.430 -0.337 -0.520 -0.001
H -4.861 -0.276 -1.016 0.000
```

***

Molecular formula: CH20NiO13
Method: DFT, ωB97M-V/def2-TZVPD

The energy comes out at -69020.6598 eV. The value obtained for the HOMO energy (spin up / spin down) is -0.361 / -0.361 Eh. The spin multiplicity is 3. The value obtained for the gap between HOMO and LUMO (spin up / spin down) is 7.65 / 7.07 eV. As for the expectation value of S²: 2.007.

The geometry in XYZ format:
```
35
Properties=species:S:1:pos:R:3:lowdin_spin:R:1
Ni 13.972 -24.032 -9.328 1.585
C 12.970 -25.995 -10.635 0.016
O 13.721 -26.118 -9.673 0.132
O 12.295 -26.827 -11.180 0.033
O 12.981 -24.847 -10.918 0.187
O 14.829 -24.114 -12.833 -0.001
H 14.310 -24.506 -12.131 -0.001
H 14.317 -23.356 -13.116 0.000
O 14.006 -22.153 -10.122 0.013
H 13.312 -21.527 -10.328 0.001
H 14.819 -21.667 -10.263 0.001
O 15.914 -24.199 -10.180 0.027
H 16.442 -24.757 -9.608 0.001
H 16.535 -23.864 -10.827 0.003
O 10.935 -22.924 -10.917 0.001
H 11.395 -22.171 -11.289 0.000
H 11.356 -23.685 -11.317 0.000
O 15.672 -27.673 -10.955 0.001
H 15.449 -27.272 -11.795 0.000
H 15.164 -27.181 -10.311 0.000
O 11.291 -29.320 -11.326 0.001
H 10.746 -29.329 -10.539 0.000
H 11.565 -28.407 -11.417 0.000
O 12.779 -27.916 -7.402 0.000
H 11.830 -27.832 -7.496 0.000
H 13.135 -27.518 -8.197 0.000
O 11.489 -26.230 -13.815 0.000
H 11.771 -26.441 -12.925 0.000
H 12.083 -25.533 -14.096 0.000
O 9.525 -26.453 -10.356 0.000
H 10.461 -26.273 -10.439 0.000
H 9.101 -25.620 -10.564 0.000
O 13.765 -28.056 -13.165 0.000
H 13.185 -27.814 -12.444 0.000
H 13.808 -29.011 -13.129 0.000
```

***

Molecular formula: CH21O10Pd
Method: DFT, ωB97M-V/def2-TZVPD

The energy comes out at -25322.0364 eV. The value obtained for the HOMO energy (spin up / spin down) is -0.523 / -0.523 Eh. The spin multiplicity is 3. The charge is +1. The value obtained for the gap between HOMO and LUMO (spin up / spin down) is 9.43 / 6.94 eV. As for the expectation value of S²: 2.008.

The geometry in XYZ format:
```
33
Properties=species:S:1:pos:R:3:lowdin_spin:R:1
Pd -7.798 8.811 -10.641 1.007
C -6.791 11.651 -12.228 0.091
O -7.115 10.264 -12.120 0.788
H -7.385 12.288 -12.884 0.020
H -6.809 12.001 -11.196 0.006
H -5.785 11.898 -12.566 0.046
O -10.638 11.055 -12.742 0.000
H -9.772 11.033 -13.150 0.000
H -11.183 11.538 -13.364 0.000
O -9.596 8.658 -12.074 0.033
H -10.185 9.318 -12.442 0.001
H -10.075 7.834 -12.161 0.002
O -8.428 9.844 -14.702 -0.001
H -7.844 10.323 -15.290 0.000
H -7.951 9.803 -13.872 -0.001
O -4.859 9.133 -14.474 0.002
H -5.514 9.700 -14.067 0.001
H -5.209 8.950 -15.346 0.000
O -3.189 12.401 -11.338 0.001
H -3.306 12.971 -12.098 0.000
H -2.474 11.815 -11.586 0.000
O -9.414 14.476 -14.257 0.001
H -9.738 14.653 -13.374 0.000
H -8.468 14.612 -14.198 0.000
O -8.206 14.215 -9.727 0.000
H -7.831 14.976 -9.284 0.000
H -7.584 13.508 -9.557 0.000
O -4.192 10.495 -9.711 0.001
H -4.518 10.956 -8.937 0.000
H -4.070 11.182 -10.366 0.000
O -4.638 12.774 -15.170 0.001
H -4.787 13.456 -15.825 0.000
H -5.504 12.396 -15.016 0.000
```

***

Molecular formula: CH21O12V
Method: DFT, ωB97M-V/def2-TZVPD

The energy comes out at -51635.1810 eV. The value obtained for the HOMO energy is -0.298 Eh. The value obtained for the gap between HOMO and LUMO is 7.42 eV.

The geometry in XYZ format:
```
35
Properties=species:S:1:pos:R:3:lowdin_charge:R:1
O -0.318 1.029 -1.764 -0.314
V 0.290 0.006 -0.696 0.952
O 0.113 0.561 0.810 -0.332
C 3.412 -0.567 -1.548 -0.278
O 2.611 0.310 -0.804 -0.369
H 3.308 -0.407 -2.628 0.062
H 4.457 -0.377 -1.286 0.069
H 3.172 -1.624 -1.364 0.044
O 1.019 -1.958 0.517 -0.070
H 0.615 -2.269 1.346 0.050
H 1.399 -2.747 0.115 0.068
O -0.059 3.959 -1.341 -0.059
H -0.229 4.707 -1.920 0.029
H -0.879 3.837 -0.851 0.030
O -2.623 1.434 1.286 -0.057
H -2.943 1.266 2.177 0.034
H -2.604 0.569 0.863 -0.015
O -2.563 0.267 -3.765 -0.063
H -3.496 0.193 -3.988 0.032
H -2.544 0.781 -2.948 0.017
O -0.363 0.804 3.533 -0.067
H -0.023 1.104 2.670 0.004
H 0.262 1.147 4.176 0.055
O 0.051 -1.892 -1.949 -0.052
H -0.561 -2.057 -2.677 0.095
H 0.187 -2.750 -1.538 0.067
O -0.821 -1.837 2.633 -0.058
H -1.523 -2.267 3.129 0.054
H -0.803 -0.918 2.971 0.017
O -1.918 -0.921 -0.313 -0.064
H -1.618 -1.659 0.241 0.056
H -2.738 -1.230 -0.713 0.093
O 2.516 0.914 2.170 -0.077
H 2.845 0.730 1.271 0.010
H 2.371 1.864 2.184 0.035
```

***

Repeat the eighth record exactly.
Molecular formula: CH21O12V
Method: DFT, ωB97M-V/def2-TZVPD

The energy comes out at -51635.1810 eV. The value obtained for the HOMO energy is -0.298 Eh. The value obtained for the gap between HOMO and LUMO is 7.42 eV.

The geometry in XYZ format:
```
35
Properties=species:S:1:pos:R:3:lowdin_charge:R:1
O -0.318 1.029 -1.764 -0.314
V 0.290 0.006 -0.696 0.952
O 0.113 0.561 0.810 -0.332
C 3.412 -0.567 -1.548 -0.278
O 2.611 0.310 -0.804 -0.369
H 3.308 -0.407 -2.628 0.062
H 4.457 -0.377 -1.286 0.069
H 3.172 -1.624 -1.364 0.044
O 1.019 -1.958 0.517 -0.070
H 0.615 -2.269 1.346 0.050
H 1.399 -2.747 0.115 0.068
O -0.059 3.959 -1.341 -0.059
H -0.229 4.707 -1.920 0.029
H -0.879 3.837 -0.851 0.030
O -2.623 1.434 1.286 -0.057
H -2.943 1.266 2.177 0.034
H -2.604 0.569 0.863 -0.015
O -2.563 0.267 -3.765 -0.063
H -3.496 0.193 -3.988 0.032
H -2.544 0.781 -2.948 0.017
O -0.363 0.804 3.533 -0.067
H -0.023 1.104 2.670 0.004
H 0.262 1.147 4.176 0.055
O 0.051 -1.892 -1.949 -0.052
H -0.561 -2.057 -2.677 0.095
H 0.187 -2.750 -1.538 0.067
O -0.821 -1.837 2.633 -0.058
H -1.523 -2.267 3.129 0.054
H -0.803 -0.918 2.971 0.017
O -1.918 -0.921 -0.313 -0.064
H -1.618 -1.659 0.241 0.056
H -2.738 -1.230 -0.713 0.093
O 2.516 0.914 2.170 -0.077
H 2.845 0.730 1.271 0.010
H 2.371 1.864 2.184 0.035
```